{"formula": "C7H12O", "method": "ωB97M-V/def2-TZVPD", "homo_lumo_gap_ev": [4.82, 7.56], "multiplicity": 2, "relative_energy_ev": 3.2574, "charge": 1, "lumo_ha": [-0.250, -0.247], "e_tot_ha": -348.67241, "homo_ev": [-11.63, -14.27], "symbols": ["C", "C", "C", "C", "C", "C", "C", "O", "H", "H", "H", "H", "H", "H", "H", "H", "H", "H", "H", "H"], "xyz": [[-0.0389, 2.8416, -0.1743], [0.4247, 1.9223, -1.3996], [1.3810, 1.2123, -0.4746], [0.9097, -0.0263, 0.4236], [0.3917, -1.3495, -0.1421], [-0.6196, -2.0153, 0.5056], [-1.2009, -3.3098, 0.4540], [-2.1179, -3.6682, 1.3927], [0.8636, 3.5482, -0.1968], [-0.9585, 3.4779, -0.3528], [-0.0622, 2.2987, 0.7852], [-0.2831, 1.1539, -1.8726], [0.4696, 2.5985, -2.2997], [2.4617, 1.1281, -0.6162], [1.6578, -0.3318, 1.1857], [0.0457, 0.3616, 1.0892], [0.5641, -1.4646, -1.1985], [-1.0714, -1.3305, 1.2509], [-1.1497, -3.7998, -0.4693], [-1.6675, -3.2474, 2.1097]], "atomic_forces_ev_per_a": [[0.0, 1.8, -1.5], [-2.5, -0.7, 1.0], [1.7, -3.5, -1.2], [-1.6, 1.3, 0.2], [-0.8, 2.1, -1.1], [-0.6, -0.1, 2.3], [-1.9, 2.7, 0.2], [3.0, -0.1, -3.1], [-1.5, -0.7, 0.7], [0.9, -0.9, 0.3], [-0.3, 0.6, -0.5], [0.2, 0.8, 1.3], [1.8, -0.7, 1.1], [-0.2, 0.7, 0.0], [0.1, 0.4, -0.5], [1.1, -0.7, -0.8], [0.9, -1.1, -0.3], [0.4, -0.9, 0.4], [0.0, -1.7, -0.9], [-0.6, 0.7, 2.2]], "mulliken_spin": [0.06, -0.01, 0.79, 0.03, 0.03, 0.01, 0.02, 0.01, -0.01, 0.03, 0.00, 0.02, 0.00, 0.02, 0.01, 0.00, -0.01, 0.00, 0.00, 0.00]}